{"formula": "C3H8N2O4", "method": "wB97M-V/def2-TZVPD", "elements": ["C", "O", "O", "C", "H", "O", "N", "N", "H", "H", "H", "H", "H", "O", "C", "H", "H"], "xyz": [[0.11400, 1.54901, 0.69638], [-0.41284, -2.56123, -0.81226], [1.73959, -0.41525, -1.82822], [1.34467, -0.01506, -0.76147], [0.61328, 1.82323, -1.31674], [1.46286, -0.73848, 0.38346], [0.67182, 1.14835, -0.57683], [-1.31152, -0.26222, 1.51733], [-0.85912, -1.72662, -0.60545], [-0.47298, -0.79384, 1.68745], [0.78649, 1.26930, 1.50077], [-2.19629, -0.72861, 1.61801], [-0.54386, -2.64701, -1.76427], [-2.26943, 1.55133, 0.58147], [-1.26926, 0.95886, 0.92138], [-0.04669, 2.61645, 0.73030], [1.63737, -1.63076, 0.02296]], "e_lumo_ev": 0.52, "max_force_ev_per_a": 0.7, "e_above_lowest_ev": 0.000, "energy_ev": -14412.34124}